One molecule with the formula C3H7N3O. Source: the Open Molecules 2025 dataset; level of theory: ωB97M-V with the def2-TZVPD basis set.

Calculated values
energy above the lowest of the compared OMol25 structures with the same formula, charge and spin	60.6	kcal/mol
highest occupied orbital energy	-9.4	eV
DFT total energy	-357.953241	Ha

Atoms and positions in Å:
H (2.85960, 0.59806, 2.85197)
N (1.87606, 0.67440, 2.62002)
C (1.67532, 0.21510, 1.45546)
N (0.40861, 0.22817, 0.94022)
C (0.12439, -0.26986, -0.31285)
O (0.89755, -0.87853, -1.03000)
N (-1.14184, -0.00685, -0.64146)
C (-1.76902, -0.30075, -1.91411)
H (2.39367, -0.20899, 0.74862)
H (-0.32364, 0.62708, 1.51260)
H (-1.73692, 0.61888, -0.12421)
H (-1.28149, -1.05178, -2.52758)
H (-1.62505, 0.64166, -2.50836)
H (-2.35723, -0.88659, -1.07035)

Forces on atoms 1 to 3 (eV/Å):
0.067 0.044 0.084
0.245 -0.107 -0.129
0.127 0.029 0.253

=====

A 2-piece molecular cluster, C3H7N3O overall. Source: the Open Molecules 2025 dataset; level of theory: ωB97M-V with the def2-TZVPD basis set.

Calculated values
energy above the lowest of the compared OMol25 structures with the same formula, charge and spin	48.0	kcal/mol
highest occupied orbital energy	-9.7	eV
DFT total energy	-357.973353	Ha

Atoms and positions in Å:
C (-0.28228, 1.02667, -1.72154)
N (0.88669, 0.49997, -1.03541)
C (0.89840, 0.59439, 0.25249)
N (0.02165, 1.26634, 1.07385)
H (-0.11894, 2.08138, -1.96901)
H (-0.41931, 0.47957, -2.65942)
H (-1.20816, 0.93889, -1.14308)
H (1.82279, 0.30081, 0.77902)
H (-0.37403, 0.61135, 1.74826)
H (0.51772, 1.92485, 1.67021)
N (-0.29286, -2.08943, 1.52004)
C (-0.36758, -2.15631, 0.34155)
O (-0.57268, -2.47379, -0.77943)
H (-0.51142, -3.00469, 1.92248)

Forces on atoms 1 to 3 (eV/Å):
-0.345 -0.139 -0.267
-0.382 -0.085 2.251
2.708 -0.068 -2.272

=====

One molecule with the formula C3H7N3O. Source: the Open Molecules 2025 dataset; level of theory: ωB97M-V with the def2-TZVPD basis set.

Calculated values
energy above the lowest of the compared OMol25 structures with the same formula, charge and spin	86.1	kcal/mol
highest occupied orbital energy (alpha / beta)	-7.4 / -7.4	eV
DFT total energy	-357.912592	Ha

Atoms and positions in Å:
C (1.43896, 1.36196, -0.05516)
C (0.17967, 0.59245, 0.17977)
N (-1.02847, 1.15966, 0.08333)
C (-1.87840, 0.13955, 0.15457)
O (-2.10891, -0.66632, -0.91074)
N (0.09353, -0.68132, 0.55169)
N (1.18071, -1.50124, 0.28425)
H (1.24066, 2.42110, 0.10068)
H (1.77921, 1.22484, -1.08467)
H (2.23097, 1.01835, 0.60889)
H (-2.74165, 0.22649, 0.82104)
H (-2.82119, -1.28765, -0.71303)
H (1.40022, -1.59075, -0.70669)
H (1.03470, -2.41713, 0.68607)

Forces on atoms 1 to 3 (eV/Å):
-0.039 -0.192 -0.322
0.639 -1.026 -0.286
-0.534 -0.623 1.354

=====

One molecule with the formula C3H7N3O2. Source: the Open Molecules 2025 dataset; level of theory: ωB97M-V with the def2-TZVPD basis set.

Calculated values
energy above the lowest of the compared OMol25 structures with the same formula, charge and spin	94.8	kcal/mol
highest occupied orbital energy	-9.0	eV
DFT total energy	-433.171674	Ha

Atoms and positions in Å:
N (2.25719, 0.15188, -2.46223)
C (1.43315, 0.72877, -1.58185)
N (0.29805, 0.17231, -1.22334)
C (-0.68560, 0.87580, -0.51195)
C (-0.97863, 0.19245, 0.77445)
O (-1.94941, 0.37123, 1.63886)
N (-0.12397, -0.78732, 1.12901)
O (-0.51308, -1.54788, 2.22270)
H (1.94992, -0.87929, -2.95050)
H (3.15321, 0.45571, -2.55612)
H (1.79870, 1.78150, -1.19418)
H (-1.57205, 0.72148, -1.16281)
H (-0.54266, 1.90914, -0.25208)
H (0.47426, -1.23600, 0.43181)
H (-1.19396, -0.87954, 2.60348)

Forces on atoms 1 to 3 (eV/Å):
-3.426 -4.977 -1.838
-2.255 0.904 1.738
3.886 0.576 -1.748

=====

C3H7N3O2 as an isolated structure. Source: the Open Molecules 2025 dataset; level of theory: ωB97M-V with the def2-TZVPD basis set.

Calculated values
energy above the lowest of the compared OMol25 structures with the same formula, charge and spin	157.2	kcal/mol
highest occupied orbital energy (alpha / beta)	-8.6 / -8.6	eV
DFT total energy	-433.072305	Ha

Atoms and positions in Å:
C (-0.59595, 1.34444, 0.90753)
N (-1.17129, -1.06071, 0.05195)
C (0.24487, -1.02317, -0.30323)
C (-0.56098, 0.26226, -0.12160)
N (1.18166, -1.63787, 0.53039)
O (0.14147, 1.51735, -1.94864)
N (-0.62369, 0.49358, -1.55333)
O (0.45757, -0.94095, -1.65267)
H (0.92601, 1.60683, -1.36988)
H (-1.26723, -1.24165, 1.04851)
H (0.95934, -2.60562, 0.73470)
H (2.11653, -1.56580, 0.14888)
H (-1.62401, 1.65862, 1.10113)
H (-0.02834, 2.22092, 0.59311)
H (-0.15597, 0.97178, 1.83314)

Forces on atoms 1 to 3 (eV/Å):
-0.213 -0.006 -0.232
-0.130 -0.277 -0.276
-0.642 1.536 1.191

=====

One molecule with the formula C3H7N3O2. Source: the Open Molecules 2025 dataset; level of theory: ωB97M-V with the def2-TZVPD basis set.

Calculated values
energy above the lowest of the compared OMol25 structures with the same formula, charge and spin	28.3	kcal/mol
highest occupied orbital energy	-9.1	eV
DFT total energy	-433.277732	Ha

Atoms and positions in Å:
H (0.51625, 2.08274, -0.06209)
N (-0.50191, 1.93036, -0.00829)
C (-0.81219, 0.70656, -0.02785)
N (-2.03412, 0.14995, -0.13498)
C (-2.29347, -1.28467, 0.16282)
O (0.14049, -0.33253, -0.11525)
C (1.42511, -0.15935, -0.03041)
N (2.19714, -1.32065, -0.12230)
O (1.98860, 0.89894, 0.18828)
H (-2.79312, 0.79058, -0.09581)
H (-1.50640, -1.82691, -0.37635)
H (-3.32564, -1.51825, -0.24940)
H (-2.37020, -1.49500, 1.22191)
H (3.13445, -1.22306, 0.23672)
H (1.76748, -2.23425, -0.02759)

Forces on atoms 1 to 3 (eV/Å):
-0.796 -0.255 0.172
-0.496 -0.260 0.082
1.723 1.310 -0.602

=====

One molecule with the formula C3H7N3O2. Source: the Open Molecules 2025 dataset; level of theory: ωB97M-V with the def2-TZVPD basis set.

Calculated values
energy above the lowest of the compared OMol25 structures with the same formula, charge and spin	0.0	kcal/mol
highest occupied orbital energy	-9.7	eV
DFT total energy	-433.322769	Ha

Atoms and positions in Å:
N (1.80667, 0.51038, 1.05950)
C (1.41747, -0.23509, 0.00802)
O (1.77332, -1.37937, -0.16749)
C (0.46171, 0.49692, -0.94387)
N (-0.75578, 0.84704, -0.24664)
C (-1.74290, -0.05008, 0.09893)
N (-1.43170, -1.36536, -0.04292)
O (-2.81799, 0.34075, 0.50155)
H (2.36722, 0.08516, 1.77986)
H (1.39566, 1.40985, 1.23695)
H (0.26709, -0.15225, -1.80653)
H (0.94522, 1.40984, -1.29543)
H (-1.09400, 1.79336, -0.32205)
H (-0.49214, -1.69235, -0.18666)
H (-2.09986, -2.01880, 0.32679)

Forces on atoms 1 to 3 (eV/Å):
0.266 0.181 0.347
-0.116 0.432 -0.215
0.043 -0.422 -0.156

=====

One molecule with the formula C3H7N3O2. Source: the Open Molecules 2025 dataset; level of theory: ωB97M-V with the def2-TZVPD basis set.

Calculated values
energy above the lowest of the compared OMol25 structures with the same formula, charge and spin	63.8	kcal/mol
highest occupied orbital energy	-8.8	eV
DFT total energy	-433.221139	Ha

Atoms and positions in Å:
C (-2.55923, -0.23916, -0.37060)
N (-1.14805, -0.04576, -0.32693)
O (-0.74740, 1.25508, -0.50195)
C (-0.17709, -0.95889, -0.18698)
N (1.14349, -0.78778, -0.12168)
C (1.65679, 0.31697, 0.46624)
N (3.00894, 0.35921, 0.28541)
O (1.03598, 1.17389, 1.11511)
H (-2.69751, -1.27876, -0.49686)
H (-2.94611, 0.27302, -1.22128)
H (-3.06042, 0.13564, 0.50483)
H (0.06506, 1.38949, 0.25829)
H (-0.53274, -2.02760, -0.19567)
H (3.59527, 0.95112, 0.86786)
H (3.36302, -0.51647, -0.07578)

Forces on atoms 1 to 3 (eV/Å):
0.336 0.012 0.026
2.666 0.297 0.331
0.234 0.091 0.560

=====

One molecule with the formula C3H7N3O2. Source: the Open Molecules 2025 dataset; level of theory: ωB97M-V with the def2-TZVPD basis set.

Calculated values
energy above the lowest of the compared OMol25 structures with the same formula, charge and spin	91.7	kcal/mol
highest occupied orbital energy	-7.0	eV
DFT total energy	-433.176582	Ha

Atoms and positions in Å:
N (0.69534, -2.21821, -1.45972)
N (0.60435, -0.89703, -1.08824)
C (0.64038, -0.59755, 0.18264)
C (0.21975, 0.71345, 0.56704)
N (0.69999, 1.27893, 1.75426)
C (-1.08550, 0.81751, 0.14332)
O (-1.59524, 0.45903, -1.05611)
O (-1.91797, 1.66910, 0.81185)
H (0.83565, -2.29568, -2.45861)
H (1.42278, -2.72815, -0.95475)
H (1.30966, -1.13803, 0.86190)
H (0.23231, 2.14643, 1.97814)
H (1.70835, 1.28716, 1.83443)
H (-1.09828, -0.34621, -1.35125)
H (-2.67156, 1.84924, 0.23510)

Forces on atoms 1 to 3 (eV/Å):
0.663 -0.915 0.126
-1.238 -0.071 0.937
3.088 0.156 -2.280

=====

A 2-piece molecular cluster, C3H7N3O2 overall. Source: the Open Molecules 2025 dataset; level of theory: ωB97M-V with the def2-TZVPD basis set.

Calculated values
energy above the lowest of the compared OMol25 structures with the same formula, charge and spin	127.2	kcal/mol
highest occupied orbital energy	-9.3	eV
DFT total energy	-433.120030	Ha

Atoms and positions in Å:
C (-1.77534, -0.25188, 0.07848)
C (-0.80798, 1.08600, -0.18584)
C (1.69506, 0.11346, -0.05838)
H (0.09080, -1.32463, 0.09016)
H (-1.43190, -2.13202, -0.41024)
H (-0.92444, 2.17323, 0.77996)
H (-1.38187, 1.62253, -1.04477)
H (0.58333, 1.20828, -1.56231)
H (1.05792, 0.47171, 2.41388)
H (2.45898, -0.37414, 1.61581)
N (-0.91283, -1.24022, -0.30708)
N (0.58274, 0.85002, -0.47115)
N (1.61919, -0.10073, 1.42604)
O (-2.97434, -0.04087, 0.21386)
O (2.45597, -0.44587, -0.89170)

Forces on atoms 1 to 3 (eV/Å):
2.019 4.638 -0.960
-2.261 3.104 3.790
-2.240 -0.272 0.062

=====

A 2-piece molecular cluster, C3H7N3O2S overall. Source: the Open Molecules 2025 dataset; level of theory: ωB97M-V with the def2-TZVPD basis set.

Calculated values
energy above the lowest of the compared OMol25 structures with the same formula, charge and spin	36.2	kcal/mol
highest occupied orbital energy	-17.3	eV
DFT total energy	-830.654955	Ha
charge	+2

Atoms and positions in Å:
C (1.12932, 0.15458, -0.04177)
C (-2.44922, -0.44904, 1.43779)
C (1.87490, -0.19339, 1.25326)
N (-0.01123, 0.67476, 0.16007)
N (1.75755, -0.08361, -1.19169)
N (-2.93327, 0.64631, 1.13841)
O (4.13594, 0.73447, 0.34320)
O (-2.02550, -1.47552, 1.64727)
S (3.47443, 0.56965, 1.58475)
H (1.33527, -0.15655, 2.11439)
H (1.82377, -1.23746, 1.26803)
H (-0.45688, 0.94724, -0.60216)
H (2.64755, -0.65879, -1.40355)
H (1.16612, 0.20845, -2.02518)
H (-2.72024, 1.51820, 1.54062)
H (-3.45233, 0.71400, 0.29763)

Forces on atoms 1 to 3 (eV/Å):
0.441 0.529 1.111
1.417 -2.422 0.535
1.687 0.762 -2.057

=====

C3H7N3OS as an isolated structure. Source: the Open Molecules 2025 dataset; level of theory: ωB97M-V with the def2-TZVPD basis set.

Calculated values
energy above the lowest of the compared OMol25 structures with the same formula, charge and spin	134.9	kcal/mol
highest occupied orbital energy	-8.9	eV
DFT total energy	-756.019336	Ha

Atoms and positions in Å:
C (1.71694, 1.60651, -0.00118)
C (-0.43209, 0.32691, -0.07681)
C (0.31399, -0.89888, 0.04975)
H (1.92423, 2.69853, 0.25662)
H (2.16268, 0.78932, 0.46400)
H (2.16968, 1.42477, -1.05053)
H (-1.95922, 1.22036, -0.33423)
H (-2.32299, -1.19551, -0.42299)
H (0.09226, -2.57590, 1.19138)
H (-1.33886, -1.66133, 1.25353)
N (0.20787, 1.45528, -0.21470)
N (-1.76636, 0.27850, -0.12812)
N (-0.06007, -1.57483, 1.15555)
O (-2.35351, -0.49720, -1.20474)
S (1.64545, -1.39654, -0.93755)

Forces on atoms 1 to 3 (eV/Å):
-1.806 1.668 -3.890
5.126 2.494 -1.969
2.807 -2.398 -1.047